No. 1
46
Properties=species:S:1:pos:R:3 method="wB97M-V/def2-TZVPD" gap_ev=9.4 charge=+1 de_lowest_kcal_mol=51.0 e_tot_ha=-1374.8774 spin_multiplicity=1
K 16.89 -17.14 -4.65
C 17.09 -11.47 -5.72
C 17.32 -12.34 -6.97
O 16.53 -13.52 -6.78
H 17.55 -11.80 -4.79
H 16.03 -11.34 -5.51
H 17.42 -10.44 -5.85
H 18.35 -12.67 -7.07
H 17.00 -11.81 -7.87
H 15.61 -13.32 -6.95
C 14.46 -13.26 -1.01
C 13.36 -13.49 -2.02
O 13.91 -14.25 -3.04
H 15.34 -12.69 -1.30
H 14.84 -14.19 -0.60
H 14.04 -12.73 -0.15
H 12.99 -12.54 -2.42
H 12.58 -14.05 -1.51
H 13.17 -14.67 -3.50
C 13.74 -21.45 -5.77
C 12.73 -20.32 -6.03
O 13.48 -19.12 -5.88
H 13.95 -21.61 -4.72
H 14.70 -21.22 -6.23
H 13.35 -22.38 -6.18
H 11.90 -20.43 -5.33
H 12.32 -20.25 -7.04
H 12.79 -18.45 -5.86
C 20.11 -20.91 -1.21
C 19.05 -21.16 -2.30
O 17.98 -20.28 -1.98
H 20.96 -21.59 -1.26
H 19.70 -21.28 -0.28
H 20.46 -19.89 -1.09
H 18.78 -22.21 -2.39
H 19.41 -20.84 -3.28
H 17.55 -20.58 -1.18
C 23.02 -16.53 -5.62
C 22.00 -17.48 -4.96
O 21.13 -16.71 -4.14
H 23.61 -15.96 -4.90
H 22.44 -15.79 -6.17
H 23.73 -17.07 -6.25
H 22.62 -18.17 -4.40
H 21.47 -18.10 -5.69
H 21.51 -16.71 -3.25

No. 2
54
Properties=species:S:1:pos:R:3 method="wB97M-V/def2-TZVPD" gap_ev=9.9 charge=-1 de_lowest_kcal_mol=0.0 e_tot_ha=-1431.8070 spin_multiplicity=1
N 3.04 -19.28 1.10
O 3.79 -20.28 1.08
O 3.50 -18.16 0.80
O 1.85 -19.39 1.45
C 1.38 -20.53 4.65
C 0.10 -19.72 4.45
O -0.04 -18.70 5.43
O 2.53 -19.83 4.22
H 1.27 -21.45 4.05
H 1.45 -20.86 5.69
H -0.72 -20.42 4.61
H 0.12 -19.33 3.43
H 0.25 -17.86 5.05
H 2.60 -20.05 3.28
C 6.76 -17.56 1.88
C 6.01 -18.24 3.00
O 6.98 -18.72 3.95
O 7.59 -18.45 1.16
H 7.35 -16.75 2.33
H 6.03 -17.14 1.19
H 5.41 -19.06 2.61
H 5.37 -17.52 3.50
H 6.51 -19.00 4.73
H 8.06 -18.99 1.80
C 6.53 -22.66 1.90
C 5.35 -23.31 2.61
O 4.45 -22.34 3.10
O 6.12 -22.12 0.65
H 7.27 -23.41 1.62
H 6.94 -21.87 2.54
H 5.68 -23.92 3.46
H 4.85 -23.96 1.89
H 4.08 -21.86 2.35
H 5.36 -21.53 0.77
C 5.20 -19.79 -2.02
C 6.44 -19.99 -2.83
O 6.46 -19.09 -3.94
O 5.21 -18.50 -1.43
H 5.13 -20.60 -1.29
H 4.31 -19.87 -2.66
H 6.44 -21.02 -3.21
H 7.33 -19.87 -2.21
H 7.20 -19.37 -4.49
H 4.78 -18.53 -0.56
C 1.33 -15.67 1.25
C 2.68 -15.01 1.55
O 2.71 -14.52 2.88
O 1.03 -16.67 2.18
H 1.39 -16.03 0.21
H 0.61 -14.84 1.25
H 2.85 -14.18 0.87
H 3.50 -15.72 1.37
H 2.67 -15.30 3.45
H 1.32 -17.52 1.80

No. 3
46
Properties=species:S:1:pos:R:3 method="wB97M-V/def2-TZVPD" gap_ev=4.6 e_tot_ha=-1891.5534 spin_multiplicity=1
Zr 0.55 0.42 0.23
Si -1.58 0.73 -1.58
P -0.66 1.82 2.10
P 0.77 0.00 -2.46
H -0.49 1.86 0.10
C 0.51 1.86 3.51
H 0.06 2.52 4.26
H 1.49 2.23 3.22
H 0.68 0.87 3.96
C -2.15 1.26 2.90
H -2.40 2.04 3.62
H -2.03 0.30 3.41
H -2.96 1.13 2.18
C -0.93 3.62 1.76
H -1.28 4.07 2.76
H -1.67 3.74 0.98
H 0.02 4.07 1.44
C 2.58 -0.41 -2.46
H 2.95 -0.38 -3.49
H 2.74 -1.42 -2.07
H 3.12 0.30 -1.79
C 0.12 -1.43 -3.40
H 0.60 -1.45 -4.39
H -0.96 -1.37 -3.53
H 0.35 -2.37 -2.87
C 0.77 1.33 -3.69
H 1.26 0.97 -4.61
H 1.32 2.20 -3.29
H -0.26 1.64 -3.92
C -2.82 -0.61 -1.06
H -2.86 -0.80 0.03
H -2.67 -1.56 -1.58
H -3.83 -0.23 -1.35
H -2.10 2.06 -1.12
H -1.98 0.97 -2.99
C 1.26 -2.72 1.14
O 1.49 -1.75 0.37
C 1.99 -2.82 2.48
H 1.29 -3.19 3.26
H 2.35 -1.81 2.80
H 2.85 -3.50 2.48
C 0.27 -3.80 0.70
H 0.79 -4.62 0.18
H -0.48 -3.36 0.00
H -0.27 -4.25 1.56
S 2.21 1.85 0.25